Below is a 2-piece molecular cluster, C4H12 overall at a distorted geometry, with properties calculated with the ωB97M-V functional and the def2-TZVPD basis.

Gap between HOMO and LUMO ... 12.7 eV
Strongest force on any atom ... 2.26 eV/A
SMILES ... CC.CC
Highest occupied orbital energy ... -11.6 eV
Total energy ... -159.56730 Ha
Relative energy (zero: lowest compared OMol25 entry of this formula, charge and spin) ... 46.41 kJ/mol

CARTESIAN COORDINATES (ANGSTROEM)
C 0.741 0.809 -1.606
C 0.567 2.333 -1.445
H 0.390 0.321 -0.700
H 0.248 0.485 -2.512
H 1.809 0.589 -1.582
H 0.633 2.781 -2.435
H -0.401 2.603 -1.030
H 1.350 2.760 -0.821
C -0.262 -2.151 1.843
C -1.059 -0.990 1.196
H -0.114 -3.022 1.215
H 0.747 -1.764 2.011
H -0.674 -2.342 2.824
H -0.565 -0.088 0.878
H -1.685 -1.355 0.376
H -1.861 -0.748 1.894

Below is C8H14N3O2S2Sr as an isolated structure at a distorted geometry, with properties calculated with the ωB97M-V functional and the def2-TZVPD basis.

Gap between HOMO and LUMO ... 5.2 eV
Total charge ... -1
Strongest force on any atom ... 4.07 eV/A
Highest occupied orbital energy ... -2.6 eV
Total energy ... -1455.05560 Ha
Relative energy (zero: lowest compared OMol25 entry of this formula, charge and spin) ... 136.17 kJ/mol

CARTESIAN COORDINATES (ANGSTROEM)
C -2.018 0.321 -3.308
Sr 0.191 1.388 -2.650
N 2.258 -0.020 -1.147
N 1.561 -0.750 -4.229
H 2.153 -1.009 -0.895
H 2.010 3.118 -2.346
H -2.914 0.582 -2.740
H -2.099 -0.584 -3.889
H -1.808 1.184 -3.935
H 1.807 -1.674 -3.868
H 2.452 -0.351 -4.527
H 1.049 -0.935 -5.092
H 3.244 0.087 -1.401
H 2.163 0.480 -0.242
O 0.062 2.968 1.747
S 0.546 1.660 1.515
O 1.959 1.420 1.523
N -0.129 0.940 0.122
C -0.882 -0.169 0.400
S -1.446 -1.159 -0.821
C -1.026 -0.418 1.830
C -1.726 -1.437 2.492
C -1.602 -1.579 3.871
C -0.791 -0.697 4.605
C -0.112 0.357 3.960
C -0.251 0.474 2.580
H -2.354 -2.088 1.885
H -2.132 -2.372 4.382
H -0.681 -0.816 5.685
H 0.517 1.078 4.493

Below is a 2-piece molecular cluster, C10H16 overall at a distorted geometry, with properties calculated with the ωB97M-V functional and the def2-TZVPD basis.

Gap between HOMO and LUMO ... 9.9 eV
Strongest force on any atom ... 4.36 eV/A
SMILES ... CCc1ccccc1.CC
Highest occupied orbital energy ... -8.9 eV
Total energy ... -390.56329 Ha
Relative energy (zero: lowest compared OMol25 entry of this formula, charge and spin) ... 190.57 kJ/mol

CARTESIAN COORDINATES (ANGSTROEM)
C 0.861 1.992 -1.098
C 1.000 1.190 -2.404
H 0.025 2.741 -1.234
H 0.690 1.382 -0.240
H 1.618 2.745 -0.838
H 1.950 1.351 -2.911
H 0.035 1.080 -2.854
H 1.054 0.146 -2.076
C 1.078 -1.162 1.417
C 0.952 -1.079 2.898
C -0.295 -0.903 0.692
C -0.876 0.319 1.031
C -0.760 -1.852 -0.189
C -1.874 0.757 0.160
C -1.690 -1.284 -1.070
C -2.103 0.034 -1.007
H 1.842 -0.545 0.849
H 1.475 -2.119 1.099
H 1.679 -0.380 3.294
H -0.440 0.915 1.809
H -0.315 -2.786 -0.480
H -2.291 1.758 0.259
H -1.862 -1.831 -2.014
H -2.817 0.325 -1.751
H 1.072 -2.072 3.367
H -0.009 -0.720 3.293

Below is C47H43CrN4O2SiTe as an isolated structure, with properties calculated with the ωB97M-V functional and the def2-TZVPD basis.

Gap between HOMO and LUMO (spin up / spin down) ... 7.6 / 7.7 eV
Strongest force on any atom ... 0.52 eV/A
Multiplicity ... 4
Highest occupied orbital energy (spin up / spin down) ... -7.8 / -8.0 eV
Total energy ... -3788.36063 Ha
Relative energy (zero: lowest compared OMol25 entry of this formula, charge and spin) ... 16.27 kJ/mol

CARTESIAN COORDINATES (ANGSTROEM)
Cr 0.506 0.117 -1.220
C -4.131 -0.675 4.045
C -3.095 -0.210 3.054
C -2.091 0.681 3.412
C -1.091 1.095 2.541
C -0.091 2.090 3.010
O 0.981 2.282 2.476
C -0.436 2.938 4.210
C -1.655 3.595 4.341
C -1.883 4.437 5.420
C -0.901 4.613 6.384
C 0.319 3.962 6.257
C 0.556 3.141 5.166
C -1.044 0.537 1.227
O -0.039 0.745 0.452
C -2.155 -0.249 0.802
C -3.124 -0.630 1.740
C -2.341 -0.616 -0.598
N -1.475 -0.398 -1.535
C -1.872 -0.655 -2.925
C -1.757 0.565 -3.832
Te -2.884 2.277 -3.212
C -1.413 2.995 -1.890
C -0.076 3.058 -2.275
C 0.874 3.574 -1.403
C 0.491 4.056 -0.162
C -0.842 4.004 0.215
C -1.793 3.461 -0.636
C -3.632 -1.312 -0.915
C -3.616 -2.686 -1.127
C -4.796 -3.361 -1.401
C -5.994 -2.663 -1.476
C -6.011 -1.291 -1.261
C -4.833 -0.616 -0.972
H -3.922 -0.284 5.040
H -4.152 -1.764 4.111
H -5.131 -0.345 3.758
H -2.070 1.049 4.431
H -2.424 3.461 3.590
H -2.828 4.957 5.507
H -1.085 5.259 7.232
H 1.091 4.102 7.002
H 1.512 2.650 5.036
H -3.928 -1.285 1.430
H -2.895 -1.019 -2.981
H -1.220 -1.445 -3.299
H -2.126 0.309 -4.825
H -0.730 0.909 -3.939
H 0.232 2.735 -3.264
H 1.915 3.592 -1.698
H 1.231 4.455 0.518
H -1.140 4.363 1.193
H -2.826 3.388 -0.316
H -2.674 -3.219 -1.069
H -4.780 -4.431 -1.558
H -6.913 -3.188 -1.698
H -6.943 -0.745 -1.316
H -4.840 0.452 -0.797
C 0.767 -1.330 -4.971
C 1.642 -0.246 -4.408
C 2.579 0.376 -5.208
C 3.445 1.313 -4.641
C 3.412 1.555 -3.292
C 2.478 0.846 -2.506
N 1.546 0.039 -3.096
N 2.337 0.878 -1.166
Si 3.691 0.822 -0.070
C 4.491 2.495 0.196
C 3.127 0.139 1.562
C 4.962 -0.337 -0.827
H 1.267 -1.799 -5.817
H -0.189 -0.943 -5.325
H 0.583 -2.089 -4.212
H 2.643 0.114 -6.254
H 4.161 1.833 -5.266
H 4.081 2.256 -2.813
H 3.774 3.224 0.579
H 4.943 2.897 -0.713
H 5.288 2.392 0.938
H 2.515 0.869 2.092
H 3.990 -0.113 2.183
H 2.522 -0.758 1.414
H 5.433 0.088 -1.716
H 4.477 -1.272 -1.122
H 5.755 -0.573 -0.113
N 3.658 -8.971 1.427
C 3.266 -7.939 1.109
C 2.774 -6.648 0.711
C 3.504 -5.500 1.019
C 3.032 -4.260 0.635
C 1.824 -4.141 -0.062
C 1.102 -5.299 -0.363
C 1.571 -6.541 0.018
C 1.352 -2.849 -0.454
C 0.985 -1.738 -0.779
H 4.438 -5.588 1.556
H 3.592 -3.365 0.872
H 0.167 -5.213 -0.901
H 1.008 -7.435 -0.217

Question: Which formula does entry 3 have?
Answer: C10H16

Please write out number 2 again, unchanged.
Below is C8H14N3O2S2Sr as an isolated structure at a distorted geometry, with properties calculated with the ωB97M-V functional and the def2-TZVPD basis.

Gap between HOMO and LUMO ... 5.2 eV
Total charge ... -1
Strongest force on any atom ... 4.07 eV/A
Highest occupied orbital energy ... -2.6 eV
Total energy ... -1455.05560 Ha
Relative energy (zero: lowest compared OMol25 entry of this formula, charge and spin) ... 136.17 kJ/mol

CARTESIAN COORDINATES (ANGSTROEM)
C -2.018 0.321 -3.308
Sr 0.191 1.388 -2.650
N 2.258 -0.020 -1.147
N 1.561 -0.750 -4.229
H 2.153 -1.009 -0.895
H 2.010 3.118 -2.346
H -2.914 0.582 -2.740
H -2.099 -0.584 -3.889
H -1.808 1.184 -3.935
H 1.807 -1.674 -3.868
H 2.452 -0.351 -4.527
H 1.049 -0.935 -5.092
H 3.244 0.087 -1.401
H 2.163 0.480 -0.242
O 0.062 2.968 1.747
S 0.546 1.660 1.515
O 1.959 1.420 1.523
N -0.129 0.940 0.122
C -0.882 -0.169 0.400
S -1.446 -1.159 -0.821
C -1.026 -0.418 1.830
C -1.726 -1.437 2.492
C -1.602 -1.579 3.871
C -0.791 -0.697 4.605
C -0.112 0.357 3.960
C -0.251 0.474 2.580
H -2.354 -2.088 1.885
H -2.132 -2.372 4.382
H -0.681 -0.816 5.685
H 0.517 1.078 4.493

Question: The highest strongest force on any atom belongs to which entry?
Answer: C10H16